Computed, not measured: a cluster of 10 separate species, C41H109N13O15 in total at a distorted geometry, with wB97M-V/def2-TZVPD.

Each line ends with the Mulliken charge.
Element x y z (Å)
C: 7.062 -11.025 -6.357  0.659
O: 6.124 -11.825 -6.382  -0.682
N: 8.151 -11.079 -7.038  -0.378
N: 7.089 -10.158 -5.435  -0.403
H: 8.333 -11.886 -7.618  0.234
H: 8.893 -10.552 -6.600  0.164
H: 7.898 -9.677 -5.067  0.190
H: 6.240 -10.241 -4.894  0.219
C: 6.102 -5.246 -9.556  0.612
O: 5.934 -4.107 -9.773  -0.636
N: 6.089 -5.668 -8.318  -0.408
N: 6.285 -6.111 -10.491  -0.390
H: 6.002 -6.638 -8.050  0.187
H: 5.758 -4.917 -7.730  0.215
H: 6.342 -5.758 -11.436  0.228
H: 6.676 -7.029 -10.335  0.189
C: 4.584 -5.291 -2.298  0.589
O: 4.396 -6.290 -1.630  -0.637
N: 5.748 -4.628 -2.449  -0.399
N: 3.681 -4.682 -3.041  -0.405
H: 6.018 -3.934 -3.130  0.184
H: 6.493 -5.062 -1.922  0.219
H: 2.775 -5.068 -2.818  0.238
H: 3.824 -3.750 -3.403  0.209
C: 27.271 -17.588 1.230  -0.717
O: 25.818 -17.691 1.041  -0.317
C: 24.968 -17.355 2.111  -0.753
C: 23.489 -17.161 1.778  -0.443
N: 22.971 -18.419 1.116  -0.404
C: 21.510 -18.246 0.977  -0.831
C: 21.186 -17.147 0.030  -0.360
O: 21.731 -17.626 -1.175  -0.322
C: 21.592 -16.780 -2.305  -0.821
H: 27.658 -16.571 1.180  0.272
H: 27.595 -18.085 0.316  0.236
H: 27.495 -18.157 2.132  0.311
H: 25.286 -16.434 2.599  0.414
H: 25.106 -18.084 2.909  0.395
H: 23.443 -16.435 0.966  0.257
H: 22.895 -16.833 2.632  0.367
H: 23.356 -18.412 0.182  0.351
H: 21.089 -18.114 1.974  0.392
H: 20.892 -19.125 0.791  0.341
H: 21.613 -16.174 0.273  0.321
H: 20.110 -16.997 -0.052  0.415
H: 22.096 -15.851 -2.037  0.333
H: 20.609 -16.577 -2.730  0.281
H: 22.289 -17.165 -3.050  0.283
C: 16.580 -2.125 2.551  -0.639
O: 16.728 -1.807 1.129  -0.328
C: 16.470 -0.423 0.680  -0.582
C: 16.694 -0.070 -0.860  -0.407
N: 16.142 1.286 -0.984  -0.309
C: 16.114 1.954 -2.299  -0.907
C: 17.505 2.437 -2.839  -0.438
O: 18.086 3.324 -1.897  -0.326
C: 19.062 4.127 -2.453  -0.760
H: 17.220 -1.480 3.154  0.282
H: 16.845 -3.179 2.633  0.223
H: 15.543 -1.998 2.862  0.282
H: 17.151 0.207 1.251  0.264
H: 15.430 -0.160 0.877  0.344
H: 16.224 -0.763 -1.559  0.354
H: 17.763 0.099 -0.988  0.291
H: 16.672 1.946 -0.432  0.300
H: 15.474 2.836 -2.312  0.354
H: 15.738 1.235 -3.027  0.375
H: 17.354 2.945 -3.791  0.451
H: 18.034 1.522 -3.104  0.306
H: 19.856 3.596 -2.978  0.305
H: 19.599 4.743 -1.731  0.249
H: 18.524 4.783 -3.137  0.315
C: 12.252 -4.419 -8.439  -0.694
O: 13.461 -4.950 -7.868  -0.371
C: 13.427 -5.322 -6.516  -0.429
C: 12.582 -6.649 -6.278  -0.921
N: 12.607 -7.712 -7.253  -0.247
C: 13.826 -8.470 -6.976  -0.383
C: 14.014 -9.537 -7.987  -0.620
O: 15.002 -10.372 -7.507  -0.295
C: 15.160 -11.521 -8.308  -0.716
H: 12.372 -4.481 -9.521  0.245
H: 11.986 -3.407 -8.132  0.292
H: 11.416 -5.040 -8.117  0.314
H: 12.975 -4.579 -5.859  0.356
H: 14.499 -5.339 -6.318  0.335
H: 11.567 -6.258 -6.345  0.435
H: 12.755 -6.922 -5.237  0.401
H: 12.638 -7.360 -8.199  0.307
H: 13.739 -9.020 -6.038  0.292
H: 14.783 -7.949 -6.971  0.195
H: 14.173 -9.048 -8.947  0.311
H: 13.112 -10.116 -8.186  0.360
H: 15.625 -12.319 -7.729  0.240
H: 15.780 -11.219 -9.152  0.276
H: 14.188 -11.917 -8.600  0.319
C: 23.713 -15.974 -17.438  -0.653
O: 22.786 -15.209 -18.130  -0.356
C: 21.629 -16.003 -18.576  -0.681
C: 20.591 -16.237 -17.435  -0.422
N: 20.224 -14.936 -16.954  -0.374
C: 19.421 -14.948 -15.749  -0.700
C: 18.080 -15.816 -15.819  -0.384
O: 17.368 -15.621 -14.626  -0.350
C: 16.032 -16.046 -14.897  -0.843
H: 24.184 -16.742 -18.052  0.288
H: 23.290 -16.377 -16.518  0.257
H: 24.573 -15.360 -17.172  0.266
H: 21.665 -16.965 -19.087  0.388
H: 21.203 -15.294 -19.286  0.331
H: 21.125 -16.718 -16.615  0.257
H: 19.711 -16.839 -17.659  0.330
H: 21.041 -14.345 -17.008  0.305
H: 19.172 -13.917 -15.497  0.350
H: 20.139 -15.242 -14.982  0.348
H: 18.232 -16.883 -15.982  0.308
H: 17.468 -15.489 -16.660  0.360
H: 15.598 -15.209 -15.444  0.360
H: 15.408 -15.999 -14.005  0.313
H: 15.801 -16.977 -15.415  0.304
C: 10.888 -8.025 2.049  -0.775
O: 10.831 -9.084 1.062  -0.350
C: 10.932 -10.336 1.550  -0.574
C: 12.476 -10.665 2.004  -0.452
N: 12.536 -12.077 2.249  -0.316
C: 13.730 -12.250 3.054  -0.579
C: 13.767 -13.707 3.393  -0.667
O: 12.856 -13.834 4.461  -0.328
C: 12.875 -15.162 5.072  -0.767
H: 10.302 -8.224 2.947  0.333
H: 10.672 -7.043 1.628  0.264
H: 11.867 -7.976 2.525  0.303
H: 10.752 -11.055 0.750  0.343
H: 10.230 -10.420 2.379  0.377
H: 12.728 -10.048 2.866  0.350
H: 13.137 -10.493 1.155  0.175
H: 11.737 -12.591 2.590  0.295
H: 13.806 -11.562 3.896  0.314
H: 14.551 -12.086 2.357  0.353
H: 14.758 -13.992 3.745  0.487
H: 13.503 -14.353 2.555  0.357
H: 13.811 -15.182 5.629  0.303
H: 12.753 -15.996 4.381  0.288
H: 12.129 -15.365 5.841  0.268
C: 6.304 2.875 -5.659  -1.448
C: 6.515 1.872 -4.514  0.542
C: 6.031 2.350 -3.164  -0.788
O: 6.638 3.612 -2.847  -0.296
C: 6.579 3.960 -1.454  -0.732
N: 5.868 0.681 -4.965  -0.728
H: 6.724 3.875 -5.554  0.326
H: 5.293 3.103 -5.996  0.376
H: 6.869 2.514 -6.518  0.424
H: 7.561 1.564 -4.480  0.238
H: 6.240 1.514 -2.497  0.359
H: 4.943 2.307 -3.109  0.301
H: 6.849 3.144 -0.784  0.316
H: 5.558 4.227 -1.181  0.294
H: 7.254 4.797 -1.269  0.238
H: 6.242 0.473 -5.880  0.285
H: 4.979 1.022 -5.301  0.296
C: 22.271 -9.024 -6.570  -1.521
C: 22.208 -8.919 -5.014  0.329
C: 21.064 -9.766 -4.430  -0.412
O: 21.410 -10.003 -2.984  -0.394
C: 21.194 -8.797 -2.170  -0.654
N: 23.494 -9.433 -4.542  -0.672
H: 22.241 -10.088 -6.805  0.329
H: 23.288 -8.695 -6.782  0.406
H: 21.689 -8.422 -7.268  0.361
H: 22.122 -7.864 -4.756  0.227
H: 21.129 -10.739 -4.918  0.288
H: 20.068 -9.383 -4.655  0.330
H: 21.749 -7.963 -2.599  0.262
H: 21.415 -8.812 -1.102  0.278
H: 20.116 -8.656 -2.249  0.285
H: 23.762 -10.293 -5.000  0.252
H: 23.358 -9.707 -3.579  0.308

Summary:
HOMO-LUMO gap (eV): 8.342
LUMO energy (eV): 0.0
Net charge: 0
Relative energy (zero: lowest compared OMol25 entry of this formula, charge and spin) (eV): 8.4493